Entry from the Open Molecules 2025 dataset: 6 unconnected molecules or ions with the total composition C46H78Cl2N6O20S (ωB97M-V/def2-TZVPD).

Geometry (Å):
C 0.68903 -5.58154 -2.12000
C -0.52542 -4.96733 -2.83059
O -1.19633 -4.17041 -2.25255
O -0.72039 -5.37049 -4.10461
C -1.99998 -4.94951 -4.63529
C -1.89487 -3.49022 -5.13235
C -2.69428 -3.20036 -6.42647
C -2.26564 -1.82186 -7.04785
C -3.12425 -0.71542 -6.38545
C -2.74783 0.72553 -6.82007
C -1.60684 1.37800 -5.97907
C -2.09737 2.13618 -4.70903
C -2.17048 1.23629 -3.43875
C -0.86161 1.39002 -2.61034
O 0.28027 1.44051 -3.44789
C 1.52396 1.30640 -2.72139
C 2.62927 1.89717 -3.62284
C 4.05036 1.83588 -3.00642
S 5.20271 2.64276 -4.22337
C 6.11427 1.27817 -4.87794
N 5.98112 0.71976 -6.06939
N 6.84468 -0.27578 -6.16262
C 7.55676 -0.35837 -5.06928
O 7.09514 0.60853 -4.27540
C 1.84787 -0.21956 -2.48556
C 1.31133 -1.21404 -3.55988
N 1.53063 -0.81131 -4.94819
N -0.09202 -1.62022 -3.33995
N 2.11209 -2.46273 -3.36422
N 1.44974 1.91621 -1.37767
C 1.60788 3.18402 -1.30813
C 0.91641 4.26107 -2.13766
C 2.55790 3.71679 -0.21470
O -3.21405 1.77891 -2.58550
C -4.33792 0.92457 -2.50994
C -5.19984 0.88752 -3.80715
Cl -5.92667 -0.78265 -3.88155
C -6.32331 2.01541 -3.82979
C -5.96380 3.10798 -4.87678
Cl -7.87569 1.27578 -4.45795
H 1.46490 -4.82184 -1.95400
H 1.14123 -6.39076 -2.71710
H 0.40374 -5.94812 -1.12783
H -2.23451 -5.66365 -5.44365
H -2.77722 -5.09232 -3.86610
H -2.26531 -2.83981 -4.32502
H -0.82482 -3.28333 -5.30065
H -2.59181 -4.00076 -7.18288
H -3.76593 -3.18672 -6.14396
H -2.45042 -1.89953 -8.12942
H -1.19357 -1.71614 -6.79837
H -3.08600 -0.88832 -5.29648
H -4.17631 -0.88993 -6.68338
H -2.39744 0.68953 -7.86581
H -3.65010 1.35504 -6.72194
H -0.93868 0.56725 -5.63393
H -1.03450 2.08089 -6.60556
H -3.08873 2.58847 -4.87773
H -1.39301 2.95654 -4.49197
H -2.44137 0.18558 -3.62886
H -1.02184 2.31572 -2.02195
H -0.77305 0.57438 -1.86976
H 2.44788 2.95980 -3.88058
H 2.69436 1.38635 -4.59781
H 4.15391 2.34015 -2.03859
H 4.43348 0.80801 -2.90886
H 8.35135 -1.04843 -4.82131
H 1.33951 -0.47718 -1.53449
H 2.91358 -0.42171 -2.32033
H 0.68679 -0.92708 -5.50096
H 2.25642 -1.40416 -5.33888
H -0.71754 -1.12363 -3.96452
H -0.35121 -1.50507 -2.36758
H 1.96745 -2.71900 -2.38674
H 1.68174 -3.20082 -3.92076
H 1.64679 4.94331 -2.60726
H 0.29090 4.84520 -1.43394
H 0.24211 3.88366 -2.91609
H 3.53389 4.00285 -0.62994
H 2.03317 4.58794 0.22548
H 2.62826 2.98386 0.60352
H -4.07305 -0.11345 -2.23796
H -4.97857 1.31947 -1.70131
H -4.61061 0.99574 -4.72413
H -6.50208 2.47941 -2.85278
H -5.30824 3.89134 -4.46323
H -6.88096 3.56903 -5.27277
H -5.46418 2.62893 -5.73499
C -0.77475 1.97410 5.09183
C -0.35051 2.33900 3.69150
C 0.88951 3.18481 3.62574
O 0.70321 3.89540 2.39627
C -0.63604 3.99093 2.19417
O -1.14278 4.68333 1.36807
O -1.31810 3.19640 3.05886
H -1.74368 1.47154 5.07675
H -0.04556 1.31687 5.56320
H -0.89344 2.86495 5.70917
H -0.25208 1.43680 3.08077
H 1.80123 2.59083 3.59613
H 0.96262 3.91439 4.43710
C -0.23014 3.87431 11.41233
C -0.24233 3.69969 9.91317
C -1.32942 2.79028 9.40931
O -0.76100 2.28876 8.19072
C 0.58947 2.31799 8.34791
O 1.36471 1.79760 7.60994
O 0.93726 3.01756 9.45923
H 0.65128 4.43752 11.72239
H -1.12187 4.40253 11.75061
H -0.18165 2.90827 11.91708
H -0.27495 4.67743 9.42103
H -2.25973 3.31624 9.21346
H -1.52501 1.95066 10.06666
C -7.11986 0.60071 9.65697
C -5.83486 1.38775 9.74428
C -4.74250 0.89059 8.83565
O -3.55925 1.30151 9.53329
C -3.88353 1.34912 10.85663
O -3.09317 1.46803 11.73733
O -5.22402 1.24219 11.03512
H -7.82056 0.92999 10.42477
H -7.58667 0.72387 8.67935
H -6.93933 -0.46175 9.82982
H -6.03451 2.45194 9.58558
H -4.78169 1.33798 7.84409
H -4.72346 -0.19741 8.73673
C 6.99852 3.10850 1.94248
C 6.19974 2.06279 2.68271
C 6.51782 0.64499 2.28590
O 5.28958 -0.02986 2.57389
C 4.29614 0.88890 2.45482
O 3.13706 0.63086 2.43643
O 4.80618 2.14713 2.35447
H 6.63290 4.10746 2.18290
H 8.05553 3.04910 2.20381
H 6.89534 2.98659 0.86240
H 6.29967 2.20813 3.76267
H 7.33801 0.21909 2.86088
H 6.73129 0.53275 1.21951
C 1.84056 -10.26350 0.95693
C 2.73923 -9.16543 0.44138
C 3.70694 -8.62688 1.46229
O 3.92217 -7.29159 0.99643
C 2.79993 -6.92087 0.32407
O 2.55990 -5.81314 -0.02926
O 1.98519 -7.99069 0.11211
H 1.08560 -10.51839 0.21247
H 2.41591 -11.15889 1.19445
H 1.30464 -9.94146 1.85165
H 3.25628 -9.49714 -0.46418
H 4.64248 -9.18242 1.49202
H 3.28738 -8.57715 2.47052

Summary:
Energy relative to the best compared isomer or geometry (same formula, charge and spin) (eV): 2.3858
Net charge: 0
SMILES string: CC(=O)OCCCCCCCC[C@@H](CO[C@](CCSc1nnco1)(CC(N)(N)N)N=C(C)C)OC[C@@H](Cl)[C@@H](C)Cl.C[C@@H]1COC(=O)O1.C[C@@H]1COC(=O)O1.C[C@@H]1COC(=O)O1.C[C@@H]1COC(=O)O1.C[C@@H]1COC(=O)O1

---

Entry from the Open Molecules 2025 dataset: 11 unconnected molecules or ions with the total composition C27H35Cl4F7N2O25 (ωB97M-V/def2-TZVPD).

Geometry (Å):
C -1.74356 -2.37945 -3.82190
N -3.07859 -1.80139 -3.45356
O -4.06419 -2.35359 -3.98392
O -3.07051 -0.75560 -2.82732
H -0.94854 -1.85293 -3.29386
H -1.73941 -2.25405 -4.90466
H -1.85502 -3.43477 -3.57292
C 4.57588 -1.85030 -2.02994
N 3.27473 -2.40026 -1.53258
O 3.21472 -2.83113 -0.43212
O 2.27997 -2.27661 -2.24221
H 5.41681 -2.32320 -1.52268
H 4.60188 -0.79456 -1.76006
H 4.62842 -1.92107 -3.11637
C 2.74642 -2.52071 2.80771
C 3.06989 -2.07227 4.25025
O 4.20541 -1.26978 3.99920
C 4.22795 -0.86215 2.75853
O 5.09992 -0.15265 2.29428
O 3.17062 -1.36816 2.10385
F 3.35991 -3.16815 5.00440
H 1.68135 -2.63976 2.60880
H 3.29949 -3.42654 2.55935
H 2.28524 -1.52053 4.76795
C 3.69335 2.72745 -3.13940
C 3.70016 2.91559 -1.64866
O 5.04303 3.29914 -1.39667
C 5.82617 2.87585 -2.38747
O 7.04958 3.05022 -2.47096
O 5.09574 2.40560 -3.29737
F 3.61539 1.68621 -1.12932
H 3.39026 3.59050 -3.73219
H 2.97756 1.91252 -3.24733
H 2.98949 3.61424 -1.20713
C -3.31757 -4.80214 1.07408
C -2.61343 -3.70722 0.16357
O -3.75406 -3.07983 -0.40019
C -4.90135 -3.80413 -0.26547
O -6.01051 -3.47358 -0.72724
O -4.60465 -4.98440 0.42294
F -1.77673 -4.21731 -0.77583
H -3.42546 -4.50008 2.11582
H -2.79852 -5.74827 1.22745
H -1.92686 -3.09183 0.74496
C 2.83989 2.73699 4.52372
C 1.94006 3.00516 3.30640
O 0.73608 2.45062 3.87938
C 1.01359 1.46328 4.58560
O 0.16837 0.72050 5.04386
O 2.35248 1.38665 4.74306
F 2.39498 2.34592 2.22729
H 2.59064 3.27311 5.43944
H 3.91568 2.80660 4.36271
H 1.91268 4.06323 3.04594
C -2.03113 -1.31112 4.95801
C -3.03429 -2.51701 4.93381
O -3.51981 -2.52697 3.57276
C -3.34506 -1.35390 3.00600
O -3.77646 -1.04651 1.89577
O -2.64137 -0.58113 3.87126
F -4.02605 -2.41558 5.76510
H -0.99332 -1.51007 4.69064
H -1.95423 -0.64171 5.81479
H -2.46404 -3.42045 5.14992
C -2.93411 3.38138 3.10757
C -3.59014 2.57753 1.97871
O -2.55777 2.54992 1.07769
C -1.64760 3.51845 1.28066
O -0.69253 3.72252 0.53845
O -1.95082 4.14693 2.40947
F -4.70301 3.25797 1.59436
H -2.54980 2.73170 3.89390
H -3.55648 4.19517 3.47973
H -3.84013 1.64205 2.47918
C -2.18537 2.98287 -3.20326
C -3.34329 2.63924 -2.26896
O -4.36666 2.42325 -3.12131
C -3.97657 2.54466 -4.42356
O -4.73383 2.24782 -5.39795
O -2.79575 3.03190 -4.52167
F -3.62802 3.63068 -1.51555
H -1.59712 2.06525 -3.20943
H -1.58501 3.84605 -2.91588
H -3.14264 1.78650 -1.62036
Cl 3.21365 -1.55263 -5.72497
C 1.83940 -0.57571 -5.25967
C 1.29427 -0.14898 -6.66360
Cl -0.33190 0.49857 -6.56776
H 2.21377 0.13243 -4.52043
H 1.12567 -1.23881 -4.77080
H 1.18573 -1.00590 -7.32844
H 1.95653 0.57985 -7.13086
Cl -0.30046 -0.97577 1.86687
C 0.04915 -0.83186 0.08020
C 0.44225 0.59833 -0.32224
Cl 0.73077 0.68613 -2.13329
H -0.86253 -1.07130 -0.46716
H 0.74300 -1.61456 -0.22648
H 1.38719 0.87536 0.14514
H -0.27893 1.35674 -0.01760

Summary:
Net charge: 0
SMILES string: O=C1OC[C@@H](F)O1.O=C1OC[C@@H](F)O1.O=C1OC[C@@H](F)O1.O=C1OC[C@@H](F)O1.O=C1OC[C@@H](F)O1.O=C1OC[C@@H](F)O1.O=C1OC[C@@H](F)O1.C[N+](=O)[O-].C[N+](=O)[O-].ClCCCl.ClCCCl
DFT total energy (eV): -151839.2511

---

Entry from the Open Molecules 2025 dataset: a single C10H14N4O2 molecule (ωB97M-V/def2-TZVPD).

Geometry (Å):
O 3.34490 -0.98839 0.54484
N 1.11827 -0.78457 0.81670
N 0.02029 -0.48880 -1.22605
O 1.20144 0.19907 -3.10930
C 2.28538 -0.55570 0.14146
C 0.05804 -0.79639 0.08865
C 1.09094 0.00748 -1.74451
N -2.95043 0.61468 2.25300
N -1.16961 -0.99362 0.72557
C 2.50006 0.72019 -3.35126
C 2.30633 0.41077 -1.00229
C -3.02067 0.70449 0.77805
C -1.69004 0.09836 2.86170
C -2.48616 -0.59786 0.13506
C -1.20346 -1.18582 2.18493
C 3.33195 0.34382 -2.13106
H -3.22451 1.50618 2.62170
H 2.92939 0.31315 -4.27149
H 2.43767 1.79504 -3.40783
H 2.27823 1.43988 -0.63058
H -2.44274 1.53665 0.39617
H -4.04277 0.87685 0.45789
H -0.90009 0.88215 2.74135
H -1.82792 -0.07779 3.94115
H -3.24346 -1.37110 0.34451
H -2.45358 -0.52986 -0.95751
H -1.92487 -1.97948 2.38817
H -0.22430 -1.48546 2.61309
H 4.14915 1.05684 -1.94067
H 3.75255 -0.67079 -2.26144

Summary:
Energy relative to the best compared isomer or geometry (same formula, charge and spin) (eV): 0.0000
Net charge: 0
SMILES string: O=C1N=C(N2CCNCC2)N=C2OCC[C@H]12

---

In order of appearance, max |F| = 4.2, 7.0, 3.4 eV/Å.